{"formula": "C4H37N2O14", "method": "ωB97M-V/def2-TZVPD", "symbols": ["C", "C", "C", "C", "N", "O", "N", "H", "H", "H", "H", "H", "H", "H", "H", "H", "H", "H", "H", "H", "O", "H", "H", "O", "H", "H", "O", "H", "H", "O", "H", "H", "O", "H", "H", "O", "H", "H", "O", "H", "H", "O", "H", "H", "O", "H", "H", "O", "H", "H", "O", "H", "H", "O", "H", "H", "O"], "positions_angstrom": [[0.3254, -0.8603, 0.1824], [-1.2225, -1.0087, 0.3486], [-1.8864, 0.1768, -0.4224], [-1.5372, 1.5319, 0.1401], [-1.9290, 2.1257, 1.3700], [-0.8779, 2.3054, -0.5440], [0.8497, -1.8019, -0.8880], [0.9128, -1.0652, 1.0825], [0.6788, 0.2463, -0.0948], [-1.4504, -1.0085, 1.4076], [-1.5964, -1.9086, -0.1205], [-2.9304, 0.0433, -0.4890], [-1.6461, 0.2057, -1.5470], [-1.4354, 2.9660, 1.5957], [-2.7851, 1.8853, 1.9905], [-0.5907, 1.7042, -3.7857], [1.1956, -2.5994, -0.3248], [0.1322, -2.2523, -1.4137], [1.1279, -0.9867, 3.8925], [2.2409, -0.1777, 3.4080], [1.6975, -0.9509, 3.1304], [3.5987, -2.8818, 0.5788], [3.1546, -1.9286, 1.6475], [2.9019, -2.5310, 0.9755], [0.8837, 0.5045, 4.5204], [0.2882, 1.4326, 3.6095], [0.0534, 0.9150, 4.3964], [-0.0649, -1.1017, -3.6121], [-0.9954, -0.0843, -4.1906], [-0.9481, -1.0339, -4.0598], [-3.3425, 2.8338, -3.2764], [-2.9016, 3.3423, -2.0028], [-2.7033, 2.5349, -2.5450], [-4.6888, -0.0536, 2.1267], [-3.6238, -0.8264, 2.9512], [-3.6962, -0.0936, 2.4584], [1.3595, 3.6893, 1.3755], [0.9374, 3.7857, 2.7428], [1.5622, 3.2790, 2.2337], [3.1914, 0.2090, -1.8403], [2.8990, -0.6884, -3.1021], [2.9257, -0.7159, -2.2274], [-0.8778, 1.7224, -2.4483], [1.6167, -1.4224, -1.5419], [-0.3080, 1.2103, -3.1186], [3.8995, 1.4242, -0.2135], [2.6667, 0.8251, 0.5069], [3.0077, 1.2341, -0.4136], [-1.4473, -3.2496, -1.2921], [-0.7340, -4.6949, -1.4083], [-0.7166, -3.8267, -0.9207], [3.7646, 1.1686, 2.9652], [2.7037, 1.9715, 2.1399], [3.1376, 1.0501, 2.3568], [-1.5536, -2.1237, -3.1254], [-3.0088, -2.2123, -2.7782], [-2.2147, -2.2338, -2.3864]], "forces_ev_per_angstrom": [[0.7268, 1.8997, -0.7170], [1.0926, 1.5871, -1.0136], [0.6968, -0.2894, -0.5269], [-0.6286, 2.6076, 0.9826], [-2.1457, -2.5940, 0.6099], [0.8800, -0.3444, -0.4408], [1.3297, 0.3084, 0.9537], [-0.4769, -0.2854, -0.1615], [-1.1900, -2.3304, 0.2014], [-0.2671, 0.1244, 0.0400], [0.1326, -0.0562, 0.4306], [-1.4837, -0.1159, 0.5598], [0.2659, -0.2392, 1.9862], [-0.0940, 0.2856, -0.3015], [2.3968, -0.0536, -1.6399], [-1.2421, 3.4236, -5.3829], [0.4045, 0.4567, -0.6166], [-0.8092, -0.0887, -0.4565], [-0.8733, -1.1048, 0.1136], [-0.0697, -0.6616, -1.2150], [0.9103, 0.6419, 0.7589], [4.9707, -2.2535, -2.5009], [0.3996, 0.7117, 1.0774], [-5.4095, 1.4261, 1.4224], [1.1348, -0.5130, 0.9615], [-0.6297, 0.0256, -0.0212], [-0.8699, 1.1282, -0.6136], [-1.0584, 0.3291, -0.8057], [-0.2533, 0.2066, 0.3753], [2.2362, -0.9882, -0.6653], [1.3751, -1.3437, 0.8831], [0.9320, -1.1421, 0.1615], [-2.5656, 2.5739, -1.1917], [3.1607, -0.3059, 1.1926], [0.2747, -4.2646, 2.9382], [-3.5705, 4.6092, -4.1272], [0.5181, -0.5397, -0.3019], [-0.1832, 0.0937, 1.2153], [-0.4065, 0.5497, -1.1246], [-1.0446, -2.1143, -0.6202], [0.0489, 0.4291, -6.0777], [0.8109, 1.4437, 6.4102], [1.4042, -1.1506, -0.0822], [-0.4492, -0.0217, 1.1697], [0.5013, -1.2243, 5.4190], [1.7165, 0.4869, 0.4696], [1.3395, 1.1191, -3.0666], [-2.6161, -1.4488, 2.4161], [0.3047, -1.2899, -0.1005], [-0.2372, 1.4329, 0.7330], [-0.5391, -1.2635, -0.8330], [4.1577, 1.0770, 3.6240], [1.0405, -2.0805, 1.1486], [-4.7360, 1.5148, -4.3303], [-1.2893, 0.4060, 0.6110], [-4.6632, 0.0651, -2.1627], [4.6399, -0.8558, 2.2324]], "nbo_charge": [-0.2582, -0.4130, -0.5136, 0.6946, -0.8624, -0.6629, -0.7396, 0.2622, 0.2176, 0.2386, 0.2323, 0.2414, 0.2602, 0.3863, 0.4365, 0.4535, 0.4636, 0.4284, 0.4677, 0.4744, -0.9510, 0.4688, 0.4942, -0.9527, 0.4365, 0.4693, -0.9075, 0.4713, 0.5092, -0.9506, 0.4798, 0.4853, -0.9532, 0.4848, 0.4724, -0.9493, 0.4981, 0.4934, -0.9616, 0.5304, 0.4703, -0.9645, 0.5282, 0.4635, -0.9799, 0.4792, 0.5138, -0.9708, 0.5028, 0.4946, -1.0187, 0.4778, 0.5253, -0.9994, 0.5046, 0.4800, -0.9817], "e_homo_ev": -12.196, "gap_ev": 9.93, "total_charge": 1, "energy_ha": -1337.16484, "e_above_lowest_kcal_mol": 124.0}


{"formula": "C4H38O16", "method": "ωB97M-V/def2-TZVPD", "symbols": ["C", "C", "C", "C", "H", "H", "H", "H", "H", "H", "H", "H", "O", "H", "H", "O", "H", "H", "O", "H", "H", "O", "H", "H", "O", "H", "H", "O", "H", "H", "O", "H", "H", "O", "H", "H", "O", "H", "H", "O", "H", "H", "O", "H", "H", "O", "H", "H", "O", "H", "H", "O", "H", "H", "O", "H", "H", "O"], "positions_angstrom": [[0.1842, 0.0140, -0.1658], [0.7664, -0.3747, -1.3035], [2.2304, -0.4116, -1.5219], [2.6559, -0.8690, -2.7044], [0.6949, 0.0497, 0.7801], [-0.8982, 0.1086, -0.1177], [0.2355, -0.4923, -2.2395], [2.9513, 0.0714, -0.8859], [3.6197, -0.8452, -3.1861], [1.9216, -1.3774, -3.3231], [0.6455, 1.2109, 4.1301], [-0.1886, 3.0649, 1.0243], [0.2892, 2.5864, 1.7271], [2.8086, 1.1291, 0.8197], [1.1765, 2.6009, 1.3191], [2.6620, 2.0529, 0.4817], [-2.7062, 0.7078, -3.2708], [-2.0169, 0.9681, -1.8666], [-1.9167, 0.9868, -2.8179], [0.2883, 1.3055, -4.4743], [-0.0155, 1.8296, -3.0177], [0.5747, 1.8789, -3.7752], [0.5764, -1.7405, 2.4396], [-1.4773, -3.2325, 2.0893], [-1.0007, -2.4102, 1.9403], [2.1295, -2.9463, -0.5969], [3.5472, -3.1503, -0.3771], [2.7373, -3.0611, 0.1456], [2.5740, -0.6586, 1.8499], [1.8240, -2.5927, 2.3726], [1.5287, -1.7244, 2.6624], [3.5498, -1.0214, 0.8117], [3.4047, 2.5836, 0.7796], [3.4153, -0.3130, 1.4587], [-1.2593, 1.2757, 2.0064], [-2.9876, -0.1338, 1.7480], [-1.7879, 0.6930, 2.5419], [0.9258, -0.2870, 4.1970], [-1.1019, 0.4396, 3.1959], [0.2160, 0.3640, 4.3157], [-4.0196, -2.1401, -1.1291], [-3.1826, -1.7974, 0.0104], [-3.2988, -2.5423, -0.6284], [-4.2515, -0.2313, -0.2955], [-3.2789, 0.9664, -0.2064], [-3.7161, 0.3805, -0.8323], [-2.1721, 3.0880, -0.4832], [-0.6061, 3.3201, -0.7537], [-1.2954, 2.6929, -0.4597], [1.5082, 3.0058, -1.2153], [1.0311, 3.9899, -2.3062], [1.0091, 3.8283, -1.3548], [-0.3311, -3.3736, -1.5294], [-1.4577, -2.4635, -1.2574], [-0.4818, -2.4492, -1.2735], [-0.8836, -2.3631, 0.9786], [-3.6955, -1.4279, 2.1189], [-3.6540, -0.7630, 1.4248]], "forces_ev_per_angstrom": [[-0.2932, -0.7328, -0.6242], [1.0823, 1.5933, 0.6143], [0.1411, -0.1346, -1.2076], [-0.6428, -0.6993, -0.2756], [0.2535, 0.4112, 0.0474], [0.1787, 0.0025, 0.0379], [-0.2898, 0.0323, 0.3538], [-0.2328, 0.0964, 0.3222], [0.4721, 0.2019, 0.6064], [-0.1459, 0.2100, -0.1918], [-0.1683, 0.0152, -0.0138], [-0.3668, -0.4470, 0.7160], [0.1737, 0.7378, -0.3037], [0.3920, 0.5248, -0.0683], [0.1726, -0.5068, 0.3601], [-0.1975, 0.0420, -0.1166], [-0.5098, -0.1680, 0.4494], [-0.5316, -0.2049, -0.0363], [1.1608, 0.3438, -0.7142], [-0.6144, -0.4136, -0.0078], [-0.5298, -0.5144, -0.4505], [1.2491, 1.1158, 0.3695], [0.0766, -0.1407, 0.1566], [0.0741, -0.0420, 0.0671], [-0.1615, -0.0706, -0.2627], [-0.5550, 0.3066, 0.3111], [0.2437, -0.1246, 0.4741], [0.3386, -0.1209, -0.7053], [0.4296, 0.0830, 0.3522], [0.2488, -0.0967, -0.0733], [-0.4433, 0.1409, 0.2199], [0.2320, 0.1428, -0.0351], [0.1561, -0.1136, 0.0528], [-0.4939, -0.3800, -0.1045], [0.4466, 0.8408, -0.7200], [0.6743, 0.2496, 0.5376], [-0.0766, -0.1792, 0.3533], [-0.2019, -0.0435, -0.0350], [-0.4077, -0.2971, 0.1623], [0.5652, 0.0155, 0.0875], [0.0738, -0.5432, -0.5066], [0.2694, -0.6136, 0.2434], [-0.0883, 0.7604, 0.1894], [0.4126, 0.8366, 0.1417], [-0.2297, -0.1352, 0.2291], [-0.4896, 0.0300, -0.5516], [0.2770, 0.4904, -0.2189], [-0.2193, 0.1066, -0.5572], [-0.5664, -0.3594, 0.2393], [0.0790, 0.1161, 0.0303], [0.0188, -0.1694, 0.0048], [0.0113, -0.0851, 0.0378], [0.2136, 0.1312, 0.0097], [-0.2698, 0.4294, 0.0211], [-0.6490, -1.9672, -0.0313], [0.0306, 0.0534, -0.1413], [-0.0414, 0.0431, 0.0420], [-0.7317, -0.8003, 0.1131]], "nbo_charge": [-0.3926, -0.2088, -0.2306, -0.3938, 0.1838, 0.1903, 0.2228, 0.2105, 0.1993, 0.1753, 0.4912, 0.4825, -1.0098, 0.5118, 0.4968, -1.0088, 0.4830, 0.4997, -0.9819, 0.4758, 0.5009, -0.9792, 0.5143, 0.4848, -0.9695, 0.4862, 0.4740, -0.9541, 0.5046, 0.4978, -0.9910, 0.4865, 0.4820, -0.9809, 0.5001, 0.5186, -1.0078, 0.4985, 0.5116, -0.9569, 0.4708, 0.5001, -0.9843, 0.4965, 0.4738, -0.9738, 0.4784, 0.5125, -1.0004, 0.5093, 0.4962, -0.9760, 0.4666, 0.5070, -0.9731, 0.5039, 0.4854, -1.0100], "e_homo_ev": -8.448, "gap_ev": 8.60, "energy_ha": -1379.01301, "e_above_lowest_kcal_mol": 0.0}


{"formula": "C4H39NO15", "method": "ωB97M-V/def2-TZVPD", "symbols": ["C", "N", "C", "C", "C", "H", "H", "H", "H", "H", "H", "H", "H", "H", "H", "H", "O", "H", "H", "O", "H", "H", "O", "H", "H", "O", "H", "H", "O", "H", "H", "O", "H", "H", "O", "H", "H", "O", "H", "H", "O", "H", "H", "O", "H", "H", "O", "H", "H", "O", "H", "H", "O", "H", "H", "O", "H", "H", "O"], "positions_angstrom": [[0.0878, 0.0295, -1.3425], [0.9688, -0.0505, -0.2215], [0.2277, 0.4092, 0.9964], [-1.1472, 0.9045, 0.5622], [-1.2108, 0.7344, -0.9522], [-0.2375, -0.8462, -1.9564], [0.6645, 0.4750, -2.1794], [1.3300, -1.0098, -0.1205], [0.7945, 1.2343, 1.4573], [0.3257, -0.4220, 1.7034], [-1.9152, 0.2719, 1.0009], [-1.4089, 1.8956, 0.9307], [-1.2026, 1.6723, -1.5057], [-2.0499, 0.1202, -1.2648], [0.3932, -3.1866, 0.8644], [1.3075, -4.0962, 0.0126], [0.6350, -3.4080, -0.0438], [3.6439, 1.8324, -0.7829], [2.3317, 1.6521, -0.2098], [3.0018, 2.3555, -0.2582], [1.7154, 2.9683, -1.3509], [1.3993, 3.3285, -2.8210], [1.0206, 3.2977, -1.9406], [1.3620, -4.1095, -2.5717], [1.7849, -2.7824, -1.7764], [2.0530, -3.4789, -2.3705], [1.0853, 3.3184, 2.0649], [2.2038, 2.6392, 1.5608], [1.7511, 2.6847, 2.4212], [0.2619, 4.1553, 0.1623], [-1.0100, 4.5484, 1.0674], [-0.0565, 4.5271, 0.9905], [2.5072, 1.0024, 2.7373], [2.3694, -0.4707, 2.5399], [2.9531, 0.1633, 2.9701], [-1.3876, -3.7967, -0.9011], [-2.0669, -3.1339, 0.3469], [-2.2243, -3.6347, -0.4577], [-3.0506, 4.0918, 1.7720], [-3.1936, 3.9255, 0.3086], [-2.8648, 3.4426, 1.0778], [1.0323, -2.1104, -3.7745], [-0.6532, -2.0331, -3.9897], [0.1520, -1.8613, -3.4866], [-3.6599, 1.2484, 2.3570], [-3.8867, 0.5756, 3.6426], [-3.8568, 0.3636, 2.7014], [-2.6467, -1.2954, 2.9660], [-1.7222, -1.2210, 1.7203], [-1.9463, -1.7523, 2.4801], [-2.5114, -2.7445, -2.5390], [-3.1866, -1.4656, -3.1693], [-2.5069, -2.1313, -3.2829], [-0.3451, -3.2335, 2.8997], [1.1468, -3.3551, 3.6148], [0.5964, -3.3824, 2.8404], [2.8271, 0.4426, -2.5303], [4.2756, -0.0355, -2.3773], [3.7387, 0.7370, -2.5927]], "forces_ev_per_angstrom": [[-0.2818, 1.0733, -0.6571], [-3.3697, -1.8059, 0.4131], [1.3154, 0.2796, -0.3924], [-0.4616, -0.6363, 0.2474], [0.9499, 0.7540, -0.5388], [1.0997, -1.0006, 0.6080], [-0.1915, 0.3384, 0.0069], [1.0381, 0.4250, -0.0107], [0.0408, -0.1081, 0.1677], [-0.3819, 0.0747, 0.1307], [-0.0615, 0.0430, 0.0446], [0.5253, -0.0087, -0.2291], [-0.4492, 0.1960, 0.1991], [-0.0678, 0.0903, -0.0621], [0.3529, -0.4956, 0.4125], [0.0127, -0.0033, 0.1961], [-0.0695, 0.7481, -0.3125], [0.3530, 0.7418, -0.0494], [0.0253, 0.2100, 0.3696], [-0.3103, -1.2315, -0.2357], [0.4717, 0.4040, -0.3432], [0.1472, 0.1638, -0.1057], [-0.6560, -0.3476, 0.3243], [-0.5007, 0.3235, 0.3555], [-0.8785, -0.4700, 0.1869], [1.7040, -0.0965, -0.7236], [-0.3498, 0.1925, 1.1441], [1.1598, -0.0834, 0.4669], [-0.6277, 0.5483, -1.6589], [-0.6979, 0.2624, -0.4612], [-0.1367, -0.4188, -0.5938], [1.1171, -0.0281, 0.7941], [0.4637, -0.1495, 0.6926], [0.2449, -0.3894, 0.2872], [-0.6059, 0.3163, -0.7061], [0.4053, 0.0399, 0.5448], [0.1707, -0.1357, 0.0494], [-0.6845, 0.1212, -0.6098], [-0.0340, -0.2983, 0.2697], [-0.0810, -0.3246, -0.2994], [-0.2317, 0.8313, 0.1634], [-0.4270, -0.5796, -0.8092], [0.3865, -0.3250, -0.4748], [-0.1172, 0.8762, 1.1223], [-0.0938, -0.2151, -0.4378], [-0.2577, -0.3469, 0.2050], [0.2552, 0.7403, 0.3422], [0.0111, 0.1789, -0.4875], [-0.3190, 0.3289, 0.0440], [0.4836, -0.9941, 0.3087], [-0.4615, 0.1771, 0.2850], [-0.2608, -0.2154, 0.1964], [0.5069, 0.0528, -0.3954], [-0.2940, 0.2619, 1.2865], [-0.5571, 0.1514, 0.7670], [0.6081, -0.1349, -2.0715], [-0.0518, -0.1719, -0.2514], [0.0431, -0.0295, -0.1816], [0.0772, 0.0992, 0.4671]], "mulliken_spin": [0.0246, 0.6069, -0.0056, -0.0015, 0.0085, 0.1029, 0.1030, 0.0062, 0.0579, 0.0414, 0.0036, -0.0060, 0.0009, -0.0017, 0.0000, -0.0001, 0.0016, -0.0008, 0.0133, 0.0127, -0.0020, 0.0003, 0.0020, 0.0000, -0.0006, -0.0002, -0.0004, -0.0008, 0.0160, 0.0001, 0.0000, -0.0001, -0.0002, -0.0006, -0.0001, -0.0001, 0.0001, -0.0001, 0.0000, 0.0000, 0.0000, 0.0002, -0.0017, 0.0153, 0.0000, 0.0000, 0.0002, -0.0001, 0.0011, 0.0009, 0.0000, -0.0001, 0.0002, 0.0000, 0.0000, 0.0001, 0.0017, 0.0001, 0.0006], "e_homo_ev": [-13.940, -13.939], "s_squared": 0.754, "gap_ev": [10.98, 6.25], "total_charge": 1, "spin_multiplicity": 2, "energy_ha": -1358.80595, "e_above_lowest_kcal_mol": 0.5}


{"formula": "C4H3BaO", "method": "ωB97M-V/def2-TZVPD", "symbols": ["C", "C", "C", "H", "C", "O", "Ba", "H", "H"], "positions_angstrom": [[-1.9145, 0.3430, -0.4091], [-3.2328, 0.6125, -0.8523], [-2.8900, 0.8352, 0.4194], [-3.8566, 0.7410, -1.7374], [0.0040, 3.6765, 0.7755], [0.7663, 3.0498, 0.0356], [0.8372, 0.6622, -0.9343], [-0.3203, 3.2098, 1.7223], [-0.0698, 4.7717, 0.6802]], "forces_ev_per_angstrom": [[0.2251, 0.3665, 0.2255], [-0.3204, 0.6983, 0.1259], [-0.1770, -0.5312, -0.6487], [0.0467, -0.3950, 0.3005], [2.2441, 0.2920, 0.8210], [-1.3089, -0.0417, 0.0604], [0.4003, -0.1665, -0.1306], [-0.5950, 0.0511, -0.4164], [-0.5149, -0.2735, -0.3378]], "mulliken_spin": [0.1534, 0.1858, 0.6461, 0.0102, 0.0011, -0.0002, 0.0042, -0.0005, 0.0000], "e_homo_ev": [-18.300, -18.917], "s_squared": 0.754, "gap_ev": [10.20, 9.07], "total_charge": 2, "spin_multiplicity": 2, "energy_ha": -254.14862}